A structure of composition C39H49As3HgN6S, computed with ωB97M-V/def2-TZVPD.

Results
Net charge: -1
Energy above the lowest of the compared OMol25 structures with the same formula, charge and spin (kcal per mole): 0.0
LUMO (alpha / beta) (eV): 2.3 / 2.3
HOMO-LUMO gap (alpha / beta) (eV): 4.802 / 6.711
Spin multiplicity: 2

Cartesian coordinates (Å):
Hg 0.79168 -1.93386 -0.76466
N 5.23959 -3.09366 -0.88142
C 3.90524 -2.67579 -1.00856
S 2.75926 -3.54341 -0.02609
N 3.72269 -1.69245 -1.82117
N 2.47135 -1.13931 -1.91017
C 2.29217 -0.26341 -2.91424
C 3.27464 -0.18987 -4.02385
C 3.89085 1.01170 -4.36607
C 4.79552 1.07601 -5.41863
C 5.10021 -0.06553 -6.14472
C 4.49441 -1.27185 -5.80825
C 3.59481 -1.33409 -4.75717
C 1.12611 0.55343 -2.93919
C 0.72955 1.30599 -4.08424
C -0.40258 2.07300 -4.03872
C -1.18115 2.10697 -2.86364
C -0.75657 1.31637 -1.80849
N 0.33460 0.56268 -1.82292
H 5.31565 -4.07742 -0.67372
H 5.79502 -2.80621 -1.67670
H 3.65777 1.90154 -3.79271
H 5.26760 2.01992 -5.66525
H 5.80659 -0.01969 -6.96510
H 4.72623 -2.16895 -6.37045
H 3.12518 -2.27208 -4.48801
H 1.32097 1.25866 -4.98773
H -0.69827 2.64561 -4.91075
H -2.06993 2.71897 -2.77819
H -1.32652 1.28946 -0.87982
C -2.95583 2.66575 3.07873
As -1.66736 1.31179 2.44632
C -2.82100 -0.20508 2.92698
C -0.53840 1.16366 4.07712
C 0.81675 1.89592 4.11713
C 1.35383 1.77705 5.55462
C 1.87205 1.20660 3.22676
As 1.56000 0.78122 1.30592
C 1.58435 2.58198 0.52657
C 3.44673 0.38702 0.94901
C 0.66701 3.38263 3.71007
As 0.48858 4.74976 5.13003
C -1.28494 4.35279 5.88347
C -0.11926 6.17012 3.91498
H -3.84474 2.60862 2.44942
H -2.54309 3.66948 2.98564
H -3.23846 2.48011 4.11655
H -3.15441 -0.10956 3.96201
H -2.28682 -1.14510 2.79945
H -3.68987 -0.21604 2.26850
H -0.35872 0.09207 4.20876
H -1.16355 1.48305 4.91774
H 1.48024 0.72421 5.81748
H 0.67250 2.22031 6.28495
H 2.32354 2.26938 5.65367
H 2.09290 0.22416 3.65869
H 2.79948 1.78614 3.29104
H 2.37454 3.19629 0.96241
H 0.61832 3.07049 0.65234
H 1.76810 2.45273 -0.53997
H 4.09297 1.14817 1.39083
H 3.59636 0.34835 -0.12947
H 3.69762 -0.59591 1.34962
H -0.14602 3.51560 2.99313
H 1.57289 3.70498 3.19037
H -1.24539 3.45720 6.50217
H -2.03531 4.22158 5.10827
H -1.57059 5.19199 6.51888
H 0.68780 6.43587 3.23268
H -0.38685 7.05357 4.49457
H -0.98333 5.84619 3.33264
C -1.04174 -2.04049 0.33399
C -1.59623 -3.40797 0.40983
C -2.78868 -3.73610 -0.24780
C -3.31341 -5.01329 -0.20133
C -2.65566 -6.01136 0.51647
C -1.46412 -5.70437 1.17875
C -0.94680 -4.42681 1.12186
C -3.20304 -7.33639 0.57491
N -3.64297 -8.39929 0.62447
H -0.70811 -1.67636 1.30537
H -1.77421 -1.34182 -0.07051
H -3.31098 -2.96280 -0.80000
H -4.23925 -5.24482 -0.71346
H -0.94455 -6.47917 1.72764
H -0.00432 -4.20703 1.61098
N -0.21876 -2.47485 -3.57845
C -1.34532 -2.26440 -3.60923
C -2.75024 -1.96618 -3.56052
C -3.15529 -0.64819 -3.36469
C -4.50880 -0.36510 -3.26851
C -5.44589 -1.38373 -3.36941
C -5.03514 -2.69573 -3.56845
C -3.68603 -2.99251 -3.66449
H -2.40838 0.13205 -3.27505
H -4.83079 0.65589 -3.11003
H -6.50137 -1.15646 -3.28967
H -5.76713 -3.48948 -3.64157
H -3.34803 -4.01111 -3.80052

Calculated atomic charges, method Mulliken, unit e:
1 Hg 1.644
2 N -0.587
3 C 0.259
4 S -0.605
5 N -0.948
6 N 0.767
7 C 0.718
8 C -0.267
9 C 0.108
10 C -0.815
11 C -0.398
12 C -0.785
13 C -0.213
14 C -0.651
15 C -1.159
16 C -0.446
17 C -0.995
18 C -0.805
19 N 1.082
20 H 0.233
21 H 0.244
22 H 0.443
23 H 0.378
24 H 0.379
25 H 0.377
26 H 0.408
27 H 0.558
28 H 0.358
29 H 0.398
30 H 0.215
31 C -1.351
32 As 0.701
33 C -1.425
34 C -2.070
35 C 3.090
36 C -2.329
37 C -2.534
38 As 0.591
39 C -1.242
40 C -1.203
41 C -1.308
42 As 0.235
43 C -0.938
44 C -1.182
45 H 0.533
46 H 0.233
47 H 0.386
48 H 0.486
49 H 0.326
50 H 0.437
51 H 0.517
52 H 0.530
53 H 0.493
54 H 0.533
55 H 0.464
56 H 0.421
57 H 0.637
58 H 0.477
59 H 0.217
60 H 0.336
61 H 0.521
62 H 0.195
63 H 0.329
64 H 0.141
65 H 0.730
66 H 0.251
67 H 0.109
68 H 0.460
69 H 0.352
70 H 0.395
71 H 0.297
72 C -1.111
73 C 0.305
74 C -0.385
75 C -0.736
76 C 0.543
77 C -0.895
78 C -0.407
79 C 0.003
80 N -0.586
81 H 0.302
82 H 0.425
83 H 0.465
84 H 0.474
85 H 0.447
86 H 0.412
87 N -0.432
88 C -0.200
89 C 0.244
90 C 0.155
91 C -0.600
92 C -0.381
93 C -0.558
94 C -0.460
95 H 0.503
96 H 0.436
97 H 0.395
98 H 0.404
99 H 0.500


A cluster of 17 separate species, C50H145N11O17 in total at a distorted geometry, computed with ωB97M-V/def2-TZVPD.

Results
Energy above the lowest of the compared OMol25 structures with the same formula, charge and spin (kcal per mole): 56.6
LUMO (eV): 0.4
HOMO-LUMO gap (eV): 8.994

Cartesian coordinates (Å):
C 2.93654 5.07809 1.61592
O 1.56393 4.65617 1.98160
H 2.92707 5.93137 0.90741
H 3.48580 5.39553 2.49977
H 3.51429 4.26730 1.26742
H 1.43641 3.75418 1.65569
C 1.87141 -0.18566 5.25044
O 2.44093 0.08532 3.94394
H 1.01226 -0.77560 5.25788
H 2.62880 -0.59718 5.85071
H 1.58823 0.77414 5.61631
H 2.67686 -0.79038 3.62278
C -4.35856 -2.15239 0.76692
O -3.13246 -1.75317 0.27016
H -5.06414 -1.34286 0.79250
H -4.85016 -2.83899 0.03665
H -4.38618 -2.60490 1.79191
H -3.19838 -0.77884 0.03305
C -3.57658 -3.63411 -5.51282
O -4.25415 -3.25811 -4.33290
H -2.49402 -3.54779 -5.47434
H -3.98803 -4.62312 -5.81283
H -3.73788 -2.89735 -6.32993
H -3.56691 -3.17295 -3.56977
C -4.51056 3.94023 2.14192
O -3.68938 3.08055 1.46259
H -3.96955 4.58529 2.79429
H -5.15156 4.50622 1.41791
H -5.15669 3.47908 2.82896
H -2.82608 3.13815 1.88069
C -2.93708 -4.59000 -1.26808
O -2.60572 -3.37605 -1.97678
H -2.22380 -5.37845 -1.57841
H -3.07386 -4.51099 -0.20739
H -3.81332 -4.95335 -1.73353
H -2.83593 -2.70340 -1.32531
C 0.99768 -4.32566 -3.33713
C 2.09878 -3.51535 -3.91718
C 3.43071 -4.22299 -3.58667
O 4.41491 -3.28743 -4.09118
C 5.63032 -3.91804 -4.58245
N 1.89096 -3.26184 -5.35894
H 0.03941 -3.81596 -3.33285
H 1.34052 -4.56356 -2.28734
H 0.91616 -5.26899 -3.74877
H 2.15565 -2.60183 -3.34133
H 3.54931 -5.19977 -4.12218
H 3.55270 -4.43933 -2.52011
H 6.02317 -4.63219 -3.87075
H 6.41187 -3.10631 -4.78408
H 5.33099 -4.52997 -5.44807
H 2.81858 -2.93822 -5.70209
H 1.25438 -2.47806 -5.40682
C -1.41984 -0.55101 -5.20037
C -0.84520 0.67308 -5.83790
C -1.34606 1.96600 -5.10764
O -0.66221 3.01885 -5.81237
C -1.31136 4.26496 -5.67134
N 0.61005 0.57265 -5.91206
H -1.10377 -1.48527 -5.70219
H -2.50935 -0.41615 -5.32510
H -1.26216 -0.55386 -4.10287
H -1.16021 0.79541 -6.86317
H -1.14691 1.98166 -4.06428
H -2.44063 1.94933 -5.27568
H -0.99040 5.02503 -6.42406
H -1.03226 4.64356 -4.66602
H -2.37435 4.16931 -5.74142
H 1.09150 0.34641 -5.03904
H 1.03438 1.46769 -6.17519
C -1.35823 -1.31291 7.99358
C -1.49968 0.13580 7.43998
C -2.34270 0.08421 6.16013
O -1.74634 -0.72669 5.22622
C -2.63415 -1.00058 4.18714
N -2.24447 1.02703 8.31632
H -2.31396 -1.72621 8.06398
H -0.83795 -1.33353 8.96067
H -0.78246 -1.86843 7.23359
H -0.46306 0.32225 7.21332
H -2.47624 1.13576 5.75802
H -3.31547 -0.17153 6.58147
H -2.21309 -1.72627 3.49215
H -2.87714 -0.16314 3.57992
H -3.51517 -1.50088 4.50747
H -2.10383 2.00827 8.02434
H -2.03017 0.97861 9.32398
C -0.36171 2.41863 4.75227
C -1.33661 3.62612 4.36807
C -0.87238 5.00612 4.96680
O -1.85088 5.95366 4.61378
C -1.23588 7.24622 4.39468
N -1.39526 3.79471 2.90613
H -0.33552 2.28230 5.85513
H 0.60629 2.64827 4.34042
H -0.59597 1.53094 4.25234
H -2.40218 3.45964 4.66503
H 0.09738 5.15601 4.49190
H -0.76632 4.99752 6.07713
H -1.84633 7.80580 3.66894
H -0.25012 7.11034 3.98304
H -1.12809 7.79613 5.34947
H -1.52566 4.76551 2.67496
H -0.61784 3.44020 2.37941
C 4.39132 -0.95349 0.16074
C 5.48030 -2.01339 -0.11909
C 6.71149 -1.26098 -0.57720
O 6.47925 -0.34376 -1.59948
C 7.73385 -0.07751 -2.19298
N 5.89084 -2.72493 1.05093
H 4.57735 0.03400 -0.20990
H 4.10599 -0.83559 1.16448
H 3.53894 -1.32493 -0.43786
H 5.05586 -2.59394 -1.00716
H 7.51017 -1.95454 -0.93078
H 7.19772 -0.75226 0.29074
H 7.61558 0.73450 -2.88695
H 8.18528 -0.98017 -2.78524
H 8.49264 0.29600 -1.52412
H 6.14983 -2.06403 1.80085
H 5.03721 -3.15219 1.40918
C -1.62639 -7.85566 0.99447
C -2.23423 -7.58485 2.34088
C -2.26126 -6.10509 2.66945
O -3.04904 -5.80117 3.78750
C -3.01476 -4.44390 4.17643
N -3.59739 -8.09248 2.40461
H -2.31411 -7.44124 0.21877
H -1.65760 -8.92586 0.73908
H -0.61188 -7.38005 0.87877
H -1.70644 -8.15431 3.11336
H -2.68960 -5.59672 1.74791
H -1.23408 -5.64809 2.76306
H -3.31068 -3.69813 3.38949
H -2.02077 -4.14561 4.55756
H -3.69804 -4.35072 4.98599
H -3.92680 -7.64633 3.25030
H -4.17715 -7.59824 1.68378
C 0.95084 -3.28647 2.65885
C 1.15008 -3.11233 1.18737
C 2.06377 -4.16137 0.49361
O 3.35643 -4.11182 1.01720
C 4.19529 -5.26055 0.60001
N -0.17470 -3.29073 0.62807
H 0.48156 -4.21388 2.80117
H 0.23435 -2.46503 3.01168
H 1.91417 -3.22950 3.13074
H 1.57265 -2.20553 0.91016
H 2.10957 -3.91646 -0.56709
H 1.48066 -5.11700 0.58056
H 4.57053 -5.09806 -0.42910
H 3.45553 -6.09142 0.66154
H 4.99087 -5.21468 1.37986
H -0.90622 -2.73188 1.12007
H -0.31779 -3.24052 -0.36492
C -3.95615 0.46705 -2.73779
C -4.44272 1.28641 -1.60292
C -5.93324 0.97372 -1.25272
O -6.82051 1.82989 -2.03913
C -7.76405 0.98629 -2.64803
N -3.56573 0.84792 -0.47100
H -2.95097 0.89959 -2.95677
H -4.68527 0.45905 -3.50728
H -3.72055 -0.54505 -2.33352
H -4.35837 2.42977 -1.79892
H -6.17208 1.25668 -0.18307
H -6.12364 -0.09496 -1.36567
H -8.12529 0.34565 -1.86650
H -7.38788 0.29729 -3.42583
H -8.55597 1.54835 -3.13420
H -2.57615 1.14048 -0.72610
H -3.68484 1.38929 0.42401
C 4.41651 1.20204 -3.94189
C 3.74150 2.17218 -2.97687
C 4.69416 3.26283 -2.54091
O 5.66271 2.79849 -1.61367
C 6.69720 3.72072 -1.47036
N 2.61479 2.82334 -3.76743
H 3.91554 0.26209 -4.03791
H 5.44964 0.96859 -3.60262
H 4.50874 1.74098 -4.92602
H 3.33742 1.70660 -2.01661
H 4.15542 4.14765 -2.11196
H 5.18742 3.48856 -3.54393
H 7.41941 3.73746 -2.34183
H 7.24361 3.42922 -0.55250
H 6.41261 4.71931 -1.37390
H 2.96699 3.49649 -4.41926
H 1.81874 3.17200 -3.21291
C -0.24572 0.25734 1.72106
C 0.85260 0.87330 0.79056
C 0.18666 1.51447 -0.46647
O -0.42532 0.58509 -1.30655
C 0.33112 -0.26288 -2.14197
N 1.56846 1.95864 1.44314
H -0.82799 -0.46214 1.10862
H -0.96701 1.02389 2.10205
H 0.14498 -0.14411 2.66597
H 1.49893 0.07549 0.45874
H 1.05666 1.98845 -0.98684
H -0.57672 2.18163 -0.09601
H 1.17212 -0.75818 -1.66075
H 0.61800 0.30684 -2.98582
H -0.46299 -0.98230 -2.37341
H 1.85574 1.73350 2.34428
H 2.42711 2.19163 0.91810
C -0.70585 7.11654 -1.57375
C -0.63355 6.16870 -0.37820
C 0.00963 4.81834 -0.79627
O -0.63634 4.20891 -1.92386
C -1.99124 3.93878 -1.71539
N -0.05111 6.77436 0.79360
H -1.11677 8.11288 -1.35525
H -1.04667 6.55224 -2.40311
H 0.33735 7.32745 -1.85784
H -1.71547 6.06571 -0.20037
H -0.03873 4.13850 0.08265
H 1.01540 4.80696 -1.21174
H -2.28128 3.15840 -1.02598
H -2.42290 3.72222 -2.69611
H -2.54588 4.87280 -1.31708
H 0.42821 7.61990 0.61152
H 0.52093 6.16571 1.37277

Results of the Mulliken charge analysis, in e, for atoms 1 through 99:
1 C -0.852
2 O -0.314
3 H 0.289
4 H 0.229
5 H 0.314
6 H 0.353
7 C -0.810
8 O -0.403
9 H 0.289
10 H 0.621
11 H 0.142
12 H 0.140
13 C -0.438
14 O 0.265
15 H 0.229
16 H 0.232
17 H -0.111
18 H -0.081
19 C -0.506
20 O -0.516
21 H 0.098
22 H 0.292
23 H 0.269
24 H 0.384
25 C -0.955
26 O -0.225
27 H 0.229
28 H 0.272
29 H 0.361
30 H 0.133
31 C -0.599
32 O 0.073
33 H 0.345
34 H -0.222
35 H 0.384
36 H 0.138
37 C -1.201
38 C 1.322
39 C -0.397
40 O -0.049
41 C -0.922
42 N -0.809
43 H 0.161
44 H 0.069
45 H 0.590
46 H -0.424
47 H 0.555
48 H -0.292
49 H 0.339
50 H 0.180
51 H 0.374
52 H 0.379
53 H 0.208
54 C -0.435
55 C -0.040
56 C 0.461
57 O -0.435
58 C -0.596
59 N -0.565
60 H 0.377
61 H 0.376
62 H -0.501
63 H 0.480
64 H -0.580
65 H 0.548
66 H 0.274
67 H 0.012
68 H 0.377
69 H -0.151
70 H 0.418
71 C -1.528
72 C 0.862
73 C -0.544
74 O 0.234
75 C -0.493
76 N -0.651
77 H 0.469
78 H 0.383
79 H 0.223
80 H -0.004
81 H -0.226
82 H 0.421
83 H -0.511
84 H 0.319
85 H 0.647
86 H 0.200
87 H 0.275
88 C -1.499
89 C 0.742
90 C -0.903
91 O -0.307
92 C -0.668
93 N 0.755
94 H 0.357
95 H 0.643
96 H 0.092
97 H -0.060
98 H 0.263
99 H 0.430


The ion C5H10N3O with charge +1 at a distorted geometry, computed with ωB97M-V/def2-TZVPD.

Results
Net charge: +1
Energy above the lowest of the compared OMol25 structures with the same formula, charge and spin (kcal per mole): 120.6
LUMO (alpha / beta) (eV): -4.6 / -4.6
HOMO-LUMO gap (alpha / beta) (eV): 7.805 / 7.807

Cartesian coordinates (Å):
C 0.90928 0.73564 0.01761
C -0.46702 1.12654 -0.11556
C -1.54022 0.31455 0.18681
C 3.00357 -0.36882 0.06832
C -3.19030 -1.32154 0.25132
N 1.03964 -1.53349 -0.46412
N 1.55371 -0.42434 -0.14442
N -0.67435 2.45728 -0.20824
O -2.24046 -0.50559 -0.43998
H 1.55680 1.57693 0.21359
H 3.50575 -0.81631 -0.79031
H 3.36926 0.64439 0.19988
H 3.25079 -0.94873 0.95922
H -4.18883 -1.00995 -0.05694
H -3.07727 -1.24436 1.33363
H -3.02153 -2.34549 -0.08455
H 1.72432 -2.27797 -0.56076
H 0.09085 3.10372 -0.11907
H -1.60398 2.83752 -0.24644

Calculated atomic charges, method natural (NBO), unit e:
1 C -0.168
2 C 0.131
3 C 0.419
4 C -0.442
5 C -0.259
6 N -0.414
7 N 0.023
8 N -0.713
9 O -0.359
10 H 0.211
11 H 0.240
12 H 0.234
13 H 0.245
14 H 0.222
15 H 0.217
16 H 0.227
17 H 0.349
18 H 0.418
19 H 0.418


The molecule C6H13NO4 at a distorted geometry, computed with ωB97M-V/def2-TZVPD.

Results
Energy above the lowest of the compared OMol25 structures with the same formula, charge and spin (kcal per mole): 42.4
LUMO (eV): 0.7
HOMO-LUMO gap (eV): 9.374
SMILES string: O[C@H]1[C@H](O)[C@H](O)CNC[C@H]1O

Cartesian coordinates (Å):
O -1.23835 -1.47586 -0.53086
C -1.19328 -0.08142 -0.72892
C -1.19880 0.64686 0.59460
O -0.81380 1.94850 0.29732
C -0.32271 0.00442 1.60046
O -0.43711 0.66323 2.91257
C 1.15782 -0.25278 1.31107
N 1.45353 -0.82792 0.06106
C 1.34848 0.07015 -1.03355
C -0.02178 0.08786 -1.79239
O -0.29155 -0.94811 -2.81259
H -1.11385 -1.89240 -1.45067
H -2.10912 0.26779 -1.27834
H -2.27106 0.61968 0.97003
H -0.51720 2.36619 1.04491
H -0.77726 -1.02564 1.93360
H 0.49516 0.80918 3.32275
H 1.54248 -0.77227 2.18963
H 1.56794 0.71111 1.36124
H 0.88413 -1.65452 -0.06442
H 1.51551 1.03476 -0.59128
H 2.14842 -0.14871 -1.80810
H -0.26710 1.11280 -2.20139
H 0.45949 -1.26291 -3.30676

Calculated atomic charges, method natural (NBO), unit e:
1 O -0.755
2 C 0.086
3 C 0.045
4 O -0.713
5 C 0.062
6 O -0.748
7 C -0.236
8 N -0.630
9 C -0.245
10 C 0.064
11 O -0.761
12 H 0.502
13 H 0.170
14 H 0.185
15 H 0.476
16 H 0.194
17 H 0.468
18 H 0.198
19 H 0.175
20 H 0.383
21 H 0.215
22 H 0.182
23 H 0.193
24 H 0.490


> Which formula does entry 4 have?

C6H13NO4


> The lowest energy above the lowest of the compared OMol25 structures with the same formula, charge and spin belongs to which entry?

C39H49As3HgN6S


> What is the formula in the second record?

C50H145N11O17